Record 1
C19H19N5O2 | ωB97M-V/def2-TZVPD

```
45
Properties=species:S:1:pos:R:3:forces:R:3
C 2.136927 2.846145 0.723048 0.271 -0.016 0.048
O 0.764649 2.698946 0.459955 -0.499 -0.220 -0.307
C 0.375098 1.867641 -0.566266 0.026 0.170 0.162
C 1.272669 1.103660 -1.299636 0.054 0.097 0.094
C 0.843469 0.217973 -2.271932 -0.149 0.161 -0.116
C -0.507675 0.068133 -2.541262 0.140 0.233 -0.232
C -0.992988 -1.015063 -3.461133 -0.077 -0.168 0.243
C -1.365866 -2.268380 -2.637028 -0.271 0.197 -0.403
N -0.279240 -2.688872 -1.783322 0.051 -0.257 -0.045
C 0.011973 -2.056980 -0.625216 0.885 -0.366 0.243
N 1.243868 -2.093458 -0.190881 -0.491 -0.372 -0.606
C 1.585199 -1.427102 0.944719 -0.173 0.452 0.572
C 2.925849 -1.428634 1.354230 -0.158 0.101 0.073
C 3.321642 -0.710904 2.458532 0.093 0.001 0.030
C 2.398779 0.029673 3.193763 -0.066 0.040 0.068
C 1.069718 0.043030 2.825481 -0.039 -0.025 -0.039
C 0.661122 -0.681648 1.712703 0.979 -0.163 0.133
N -0.651218 -0.734804 1.286921 -0.621 -0.302 -0.696
C -1.828170 -0.264067 1.777084 0.243 0.072 0.147
N -2.815964 -0.642396 1.017235 -0.594 0.432 0.538
N -2.326888 -1.356731 0.006931 0.287 -0.633 -0.669
C -1.021583 -1.419045 0.149922 -0.162 0.311 0.669
C -1.403598 0.869214 -1.851321 0.228 0.242 0.096
C -0.996138 1.771545 -0.873296 -0.049 -0.076 -0.130
O -2.023523 2.451687 -0.292475 0.076 -0.264 -0.159
C -1.796041 3.495482 0.624147 -0.070 0.367 0.282
H 2.594214 1.901866 1.036931 -0.019 0.029 -0.026
H 2.197182 3.562241 1.541702 0.071 -0.047 -0.042
H 2.673505 3.243681 -0.144430 -0.015 -0.020 0.016
H 2.328743 1.170765 -1.095104 0.101 0.041 0.073
H 1.576792 -0.372044 -2.800885 0.061 -0.117 -0.043
H -0.210022 -1.270677 -4.178515 -0.032 0.015 -0.067
H -1.877678 -0.690025 -4.008124 -0.012 0.001 -0.125
H -1.612033 -3.095254 -3.306762 -0.076 0.041 0.078
H -2.222677 -2.047730 -1.998457 0.051 -0.152 -0.279
H 0.548990 -3.032703 -2.252924 -0.013 0.035 0.153
H 3.629909 -2.000114 0.771159 0.064 -0.071 -0.089
H 4.358877 -0.716121 2.759280 0.086 -0.013 0.017
H 2.722257 0.593987 4.055019 0.010 0.046 0.076
H 0.348606 0.613968 3.390612 -0.061 0.070 0.064
H -1.930264 0.322132 2.665474 0.056 0.132 0.212
H -2.464200 0.791380 -2.031140 -0.173 -0.013 -0.001
H -1.327196 3.138115 1.543504 -0.042 0.049 -0.066
H -2.786345 3.889655 0.852051 0.071 0.009 -0.003
H -1.179318 4.287031 0.191701 -0.041 -0.048 0.055
```
Forces are in eV/Å.

Output
- charge = 0
- 2S+1 = 1
- ΔE to the lowest compared entry with this formula, charge and spin (kJ/mol) = 191.7
- orbital gap (eV) = 8.225



Record 2
C19H19N5O2S | ωB97M-V/def2-TZVPD

```
46
Properties=species:S:1:pos:R:3:forces:R:3
C -1.795766 -1.332615 -4.956102 0.169 -0.146 -0.008
O -2.803686 -0.346205 -4.969768 -0.198 0.200 -0.002
C -3.030262 0.366023 -3.841159 -0.209 0.224 0.182
C -4.041613 1.328697 -3.910778 0.125 -0.161 -0.138
C -4.337013 2.111422 -2.814626 0.113 -0.114 -0.066
C -3.648481 1.949079 -1.624093 0.129 -0.117 0.183
C -2.654311 0.984002 -1.556394 -0.652 0.425 -0.667
N -1.959381 0.829998 -0.349230 1.021 -1.127 0.980
N -1.853979 1.828996 0.543861 -0.523 1.026 -0.410
N -1.179247 1.409496 1.523668 0.026 0.746 0.612
N -0.813626 0.146959 1.361425 0.026 -0.922 -0.503
C -1.291735 -0.228793 0.190385 -0.309 0.448 0.041
S -1.122549 -1.816090 -0.459298 -0.106 -0.567 -0.108
C 0.078352 -2.424928 0.762799 -0.284 0.404 -0.202
C 1.296624 -1.497630 0.694983 -0.093 -0.181 -0.168
O 1.693912 -1.150131 -0.399111 0.080 -0.062 -0.084
N 1.879054 -1.138408 1.863789 0.287 0.011 0.133
C 1.223276 -1.364872 3.150112 -0.314 -0.293 0.493
C 1.860373 -0.564121 4.278633 -0.076 0.019 -0.112
C 2.095043 0.861434 3.784102 0.036 -0.111 0.059
C 3.140712 0.749647 2.719456 -0.111 -0.047 -0.082
C 4.244939 1.582196 2.655844 0.046 -0.015 -0.065
C 5.233025 1.375882 1.708974 0.053 0.076 0.034
C 5.134162 0.304293 0.839269 0.001 -0.038 -0.006
C 4.041549 -0.542449 0.894607 0.060 -0.041 0.031
C 3.030162 -0.311730 1.818645 0.427 0.324 -0.106
C -2.328819 0.196503 -2.653244 0.089 -0.123 -0.086
H -0.811213 -0.897488 -4.760632 -0.033 -0.013 0.012
H -2.004918 -2.108472 -4.213324 0.006 0.027 -0.011
H -1.804047 -1.772555 -5.951754 0.038 -0.004 0.094
H -4.574008 1.442935 -4.841126 -0.068 0.015 -0.117
H -5.114533 2.856267 -2.882773 -0.072 0.063 -0.013
H -3.862569 2.554423 -0.758685 -0.033 0.035 0.047
H -0.416918 -2.497693 1.724748 0.133 -0.044 0.010
H 0.368663 -3.415687 0.410677 -0.014 0.029 0.021
H 1.254759 -2.435828 3.384956 -0.067 0.114 0.034
H 0.183805 -1.033917 3.061154 0.182 -0.144 0.027
H 1.190250 -0.583996 5.138517 -0.019 -0.086 -0.006
H 2.815022 -1.004645 4.575930 -0.024 0.022 0.057
H 2.430371 1.514633 4.589718 -0.011 0.037 -0.038
H 1.164700 1.262194 3.372968 -0.052 0.058 0.044
H 4.324948 2.402162 3.355053 0.003 0.069 0.088
H 6.082850 2.040083 1.660371 0.076 0.055 -0.002
H 5.911866 0.120942 0.113270 0.060 -0.016 -0.070
H 3.971873 -1.375086 0.214294 -0.027 -0.021 -0.038
H -1.528473 -0.519281 -2.576626 0.107 -0.032 -0.075
```
Forces are in eV/Å.

Output
- charge = 0
- 2S+1 = 1
- ΔE to the lowest compared entry with this formula, charge and spin (kJ/mol) = 207.6
- orbital gap (eV) = 8.764



Record 3
C19H19N5OS | ωB97M-V/def2-TZVPD

```
45
Properties=species:S:1:pos:R:3:forces:R:3
C 4.373964 0.128598 2.014736 0.236 -0.102 -0.043
C 5.655312 -0.216736 1.265121 -0.201 0.115 -0.168
C 5.471421 -0.248376 -0.257823 0.238 0.109 0.377
N 4.555017 -1.279591 -0.688286 -0.060 0.107 0.070
C 3.230181 -1.169395 -0.885548 -0.043 -0.202 -0.267
S 2.316023 -2.510421 -1.248971 -0.291 -0.612 -0.070
N 2.668214 0.066819 -0.891939 0.135 0.552 0.448
N 1.280343 0.156401 -0.958133 0.058 -0.293 -0.199
C 0.648334 1.072846 -0.184502 0.526 -0.252 -0.276
O 1.282511 1.916677 0.427405 -0.020 0.179 0.183
C -0.834424 0.944858 -0.217465 -0.493 -0.284 0.142
C -1.409312 -0.299062 -0.113792 0.158 0.400 -0.035
C -2.818333 -0.422457 -0.123810 0.028 0.494 -0.066
C -3.463347 -1.735896 -0.019618 -0.215 -0.574 0.038
C -2.852280 -2.918462 -0.433282 -0.168 0.167 0.110
C -3.538266 -4.112469 -0.292317 -0.043 0.026 0.006
C -4.814626 -4.083419 0.248974 0.217 -0.240 -0.131
N -5.409446 -2.967731 0.639939 -0.482 -0.095 0.204
C -4.754116 -1.833057 0.509627 0.322 0.319 -0.078
N -3.609094 0.620927 -0.210425 -0.253 -0.593 0.018
C -3.079604 1.850702 -0.301959 0.650 0.417 0.002
C -3.962170 2.948441 -0.393018 0.036 0.228 -0.027
C -3.472064 4.219701 -0.491842 -0.232 -0.155 0.024
C -2.087038 4.449986 -0.505291 0.275 -0.083 -0.023
C -1.203785 3.408700 -0.421272 0.053 0.328 -0.024
C -1.673855 2.086196 -0.312398 -0.323 -0.225 0.011
H 4.004834 1.113259 1.733989 -0.097 0.118 0.000
H 4.560069 0.135497 3.085626 -0.062 0.023 0.100
H 3.597955 -0.608344 1.818013 -0.126 -0.033 0.010
H 6.425947 0.519839 1.497493 0.098 -0.031 0.010
H 6.015049 -1.193240 1.596800 0.103 0.003 -0.019
H 5.117238 0.719011 -0.619123 0.086 0.002 -0.060
H 6.435998 -0.448922 -0.732710 -0.117 0.120 -0.048
H 4.898605 -2.228659 -0.690739 -0.200 0.071 -0.074
H 3.034971 0.825915 -0.321626 -0.057 -0.144 -0.137
H 0.859165 -0.695069 -1.326825 0.052 0.197 0.051
H -0.802004 -1.181170 0.022793 0.109 -0.068 0.000
H -1.868122 -2.912584 -0.879498 0.100 0.021 -0.014
H -3.093231 -5.044389 -0.605074 0.007 -0.082 -0.024
H -5.392443 -4.989939 0.372841 0.034 -0.122 -0.024
H -5.263800 -0.939182 0.841015 0.031 0.093 0.001
H -5.021023 2.743498 -0.383011 -0.105 -0.030 -0.002
H -4.148031 5.059316 -0.561101 -0.078 0.040 0.000
H -1.720379 5.462760 -0.583396 0.060 0.061 -0.008
H -0.140348 3.588605 -0.419576 0.053 0.032 0.013
```
Forces are in eV/Å.

Output
- charge = 0
- 2S+1 = 1
- ΔE to the lowest compared entry with this formula, charge and spin (kJ/mol) = 0.0
- orbital gap (eV) = 8.309



Record 4
C19H20AsCuN5OS | ωB97M-V/def2-TZVPD

```
48
Properties=species:S:1:pos:R:3:forces:R:3
Cu -0.429500 0.174700 0.003800 -0.654 0.255 0.126
N 3.043600 -0.521200 3.283400 0.333 -0.171 -0.072
C 2.115500 0.036500 2.407600 -0.468 0.464 0.279
S 0.892400 0.962200 3.104900 -0.341 0.332 0.139
N 2.362200 -0.197600 1.145700 1.331 -0.721 -0.399
N 1.509400 0.086900 0.147400 0.736 0.825 -0.586
C 2.099400 0.497700 -0.949500 0.636 -0.468 1.789
C 1.354400 0.822700 -2.108900 -0.962 0.313 -1.251
C 1.906800 1.548700 -3.181500 0.035 -0.268 0.487
C 1.093800 1.919900 -4.226200 -0.353 -0.101 -0.105
C -0.255800 1.560900 -4.198600 0.335 0.098 -0.032
C -0.710100 0.819800 -3.120200 -0.218 0.020 -0.412
N 0.060000 0.449600 -2.116700 0.596 0.146 0.151
H 3.093200 -0.032300 4.166300 -0.135 -0.076 -0.175
H 3.944900 -0.709200 2.867300 -0.034 -0.041 -0.089
H 3.172700 0.677100 -0.927900 -0.036 -0.111 0.009
H 2.952900 1.820400 -3.150700 0.051 0.032 -0.028
H 1.496100 2.476800 -5.062300 0.000 0.063 -0.001
H -0.923900 1.857100 -4.994400 -0.059 -0.056 -0.011
H -1.739000 0.488500 -3.062400 -0.104 0.062 0.035
C 0.875900 -3.143200 1.176200 -0.083 0.216 -0.019
As -0.952500 -2.488100 1.034900 0.003 -1.716 1.461
C -2.029900 -4.126900 1.000700 0.064 0.136 -0.003
C -1.447000 -1.604400 2.681600 -0.041 0.110 -0.230
O -1.284600 -1.702300 -0.341800 -0.287 0.472 -1.175
H 0.955400 -3.856400 1.994900 -0.107 -0.046 0.041
H 1.546800 -2.305400 1.369300 -0.050 -0.018 -0.039
H 1.170800 -3.620800 0.237900 -0.201 0.079 0.076
H -1.813800 -4.770100 1.851400 0.030 -0.008 0.084
H -1.829500 -4.672500 0.076700 0.091 0.119 0.046
H -3.087500 -3.857400 1.010000 0.097 0.075 0.034
H -1.340700 -2.286400 3.523200 0.077 -0.105 -0.005
H -2.486300 -1.281200 2.597000 0.058 -0.061 -0.112
H -0.813500 -0.720800 2.823300 -0.039 -0.150 -0.038
N -6.314000 8.061300 0.504000 0.002 0.057 0.015
C -5.607700 7.151000 0.494600 -0.646 0.834 -0.010
C -4.768200 6.026500 0.474000 0.688 -0.938 -0.014
C -4.951800 4.994800 1.405900 -0.081 0.276 -0.131
C -4.153100 3.878300 1.368400 0.046 -0.021 -0.002
C -3.139100 3.741300 0.403000 -0.114 0.179 -0.009
C -2.960400 4.787100 -0.521800 0.048 -0.036 0.021
C -3.754600 5.907900 -0.488000 -0.261 0.189 0.118
C -2.334600 2.590400 0.361300 -0.231 0.112 0.075
C -1.662600 1.572400 0.353000 0.200 -0.197 -0.075
H -5.733100 5.092900 2.149600 0.014 -0.024 -0.002
H -4.292200 3.082500 2.085500 0.013 -0.040 0.018
H -2.178800 4.694100 -1.263500 0.010 -0.026 0.008
H -3.612800 6.712300 -1.201200 0.012 -0.063 0.015
```
Forces are in eV/Å.

Output
- charge = -1
- 2S+1 = 1
- ΔE to the lowest compared entry with this formula, charge and spin (kJ/mol) = 51.2
- orbital gap (eV) = 6.716



Respective highest occupied orbital energy values: -7.8; -8.3; -8.7; -4.1 eV.